Entry from the OMol25 dataset: a molecular structure, C23H62GaN6O3P2 at a distorted geometry (ωB97M-V with the def2-TZVPD basis set).

```
97
Properties=species:S:1:pos:R:3:forces:R:3
Ga -1.604363 -5.459397 2.775188 -0.414 -0.780 0.122
P 3.364618 -1.813499 -2.728843 -0.489 5.295 1.921
P 0.576133 5.199453 -0.805407 0.106 0.252 -6.950
O 1.957176 -2.073437 -3.180737 1.494 -2.958 -0.803
O -1.357541 -3.928457 1.684938 -0.190 -0.008 0.501
O 1.919878 4.501121 -0.766563 -0.613 0.083 3.892
N 3.170259 -1.679599 -1.046702 -0.447 0.224 -0.025
N -0.359702 3.934936 -1.469841 0.266 -0.336 0.037
N 1.115913 6.371952 -1.999779 -0.300 0.238 -0.919
N 3.580582 -0.247011 -3.462732 0.400 0.416 0.512
N -0.815841 6.287154 -0.474228 0.660 -0.278 3.303
N 5.108145 -2.154011 -2.715993 -0.943 -2.557 -1.414
C -1.231222 7.318270 -1.406680 0.205 0.193 -0.430
C -3.410209 -0.794997 1.414438 0.284 -0.105 -0.016
C 3.022572 0.916671 -2.787566 -0.148 0.056 0.213
C 5.462305 -3.296011 -3.577137 -0.170 -0.164 0.185
C 2.817814 -2.932549 -0.389343 -0.215 -0.374 -0.270
C 3.196341 -0.252328 -4.868562 0.052 -0.244 -0.044
C -1.190543 -2.746739 2.394404 0.509 0.061 -0.663
C -1.405085 4.071028 -2.456207 -0.446 0.517 0.112
C 2.312453 7.077222 -1.555955 -0.100 -0.054 0.231
C -0.764209 6.862354 0.881776 -0.120 -0.331 0.099
C -2.169582 -1.170182 0.590577 0.024 -0.326 -0.668
C -5.199581 -4.553132 4.907270 -0.472 0.377 -0.263
C -0.488234 -0.341840 2.236886 -0.689 -0.545 -0.429
C -3.876272 -4.104327 4.241294 0.160 -0.499 0.349
C -6.067634 -5.405471 3.956239 -0.074 0.659 0.456
C 6.088701 -1.100224 -2.887349 -0.039 0.497 -0.017
C 3.938657 -0.835932 -0.162466 0.615 0.018 -0.074
C -2.639563 -4.998371 4.487037 0.480 0.726 -0.555
C -0.680026 2.878866 -0.511855 0.272 0.004 0.307
C 1.268678 5.957146 -3.386200 -0.065 -0.218 0.028
C -0.947551 -1.584168 1.424586 0.062 0.748 0.867
C -5.025427 -5.206547 6.274698 0.394 -0.582 -0.456
C -2.532322 -2.189018 -0.494026 -0.236 -0.314 0.371
H -0.576655 6.074580 1.617364 0.021 0.015 -0.020
H 1.782945 4.993645 -3.491811 0.017 -0.008 -0.064
H -1.524187 3.158875 0.135520 -0.055 -0.091 -0.065
H -1.617538 3.090508 -2.886773 0.070 -0.079 0.148
H 6.121903 -0.698346 -3.905398 -0.019 0.032 0.011
H 5.369665 -3.053053 -4.644446 0.128 -0.039 -0.012
H 0.031349 7.612430 0.981145 -0.091 0.089 0.039
H 3.556105 -1.157348 -5.366087 -0.030 0.004 0.013
H -2.549427 -6.474426 1.929938 0.032 0.111 -0.118
H -1.875378 -0.264445 0.041098 0.075 0.046 0.072
H -4.049916 -4.006791 3.164254 -0.164 0.073 0.003
H 1.836550 6.707422 -3.940152 0.090 0.040 0.129
H -7.122318 -5.200438 4.163587 -0.062 -0.298 0.085
H 4.803863 -4.143324 -3.367889 -0.002 0.043 -0.023
H -3.656653 -3.092780 4.597343 0.047 0.004 0.019
H 3.002751 1.776550 -3.459854 -0.016 -0.132 -0.176
H 0.301300 5.898694 -3.888286 0.007 -0.095 0.021
H -5.883907 -6.473272 4.065001 0.121 -0.041 -0.252
H -2.345716 4.463618 -2.039621 0.014 -0.003 -0.020
H 2.109797 -0.210291 -5.003163 0.002 -0.064 -0.035
H -4.699894 -6.239357 6.119227 0.015 -0.022 0.100
H -5.892048 -5.048718 2.942859 0.038 -0.389 -0.166
H 3.649211 1.227344 -1.952499 -0.110 -0.006 -0.015
H 2.001384 0.747725 -2.424374 -0.006 0.072 0.026
H -3.571208 -1.447936 2.272288 0.075 -0.110 -0.041
H 2.422426 8.008883 -2.117721 -0.063 -0.014 -0.056
H 2.095809 -3.493128 -0.983979 -0.010 0.085 -0.039
H -2.042452 -2.493351 3.044067 -0.001 -0.075 0.058
H -0.213694 -6.205091 3.145461 0.111 0.243 -0.039
H 3.649997 0.601886 -5.378281 0.022 0.037 0.078
H -4.215897 -4.734717 6.831825 -0.219 0.172 0.221
H -2.200343 7.699196 -1.066770 -0.007 -0.168 0.190
H -0.706034 0.545285 1.637879 0.361 0.199 0.109
H -2.998727 -3.066629 -0.044422 0.085 -0.056 0.019
H 3.697137 -3.575175 -0.229472 0.011 0.076 0.099
H 6.484890 -3.625656 -3.384678 0.010 0.076 0.045
H 2.236035 7.342411 -0.497352 0.018 -0.019 -0.003
H -1.942046 -4.445228 5.124281 -0.031 -0.221 0.256
H 7.072179 -1.518954 -2.650607 -0.092 -0.174 0.021
H -5.784835 -3.638428 5.070519 0.070 0.068 -0.037
H 3.411339 -0.743345 0.789159 -0.071 -0.144 -0.025
H -2.859495 -5.949367 4.971020 -0.091 -0.011 0.013
H 0.179733 2.663414 0.124759 0.034 0.050 -0.046
H -0.302503 -2.782245 3.057417 -0.051 -0.037 0.086
H 3.220314 6.477482 -1.681781 0.029 0.015 0.083
H -3.251956 -1.760643 -1.197728 0.104 0.079 -0.088
H -1.385331 6.922276 -2.407293 0.133 -0.038 0.007
H -1.106524 4.701569 -3.290470 0.031 0.089 0.116
H -5.952812 -5.265770 6.845822 -0.014 0.265 0.063
H -1.715195 7.329652 1.143088 -0.015 0.005 -0.070
H -1.115908 -0.280216 3.129738 0.237 0.123 0.192
H 5.924730 -0.277688 -2.195201 -0.141 0.012 -0.068
H -0.533690 8.158441 -1.467030 -0.025 0.001 -0.019
H -1.648731 -2.543988 -1.023373 0.008 0.084 -0.093
H -0.114790 -1.884612 0.783319 -0.206 -0.034 -0.305
H -3.316343 0.225197 1.790549 -0.226 0.045 0.013
H -4.291245 -0.898645 0.779879 -0.092 0.300 0.036
H -0.930810 1.952502 -1.030100 -0.031 0.054 -0.081
H 2.346045 -2.738001 0.574154 0.042 0.078 0.007
H 0.565598 -0.398808 2.500097 0.008 0.118 0.142
H 4.943666 -1.235279 0.049870 -0.020 -0.004 0.002
H 4.042169 0.176982 -0.541076 0.080 -0.120 -0.056
```
Forces are in eV/Å.

HOMO (Eh): -0.163
Orbital gap (eV): 5.379
Charge: -1
E (eV): -110891.01401